[1]
Molecular formula: C11H34O11
Method: DFT, ωB97M-V with the def2-TZVPD basis set

Computed properties:
* ΔE to the lowest compared entry with this formula, charge and spin: 0.656 eV
* frontier orbital gap: 0.365 hartree
* 2S+1: 1
* HOMO level: -9.583 eV
* LUMO energy: 0.35 eV
* SMILES: OCCO.OCCO.OCCO.OCCO.OCCO.CO

Last column: Löwdin charge in e.
Atoms and positions in Å:
O -1.280478 -3.912817 3.911111  -0.065
C -0.387589 -2.817378 3.724279  -0.229
C -0.552393 -2.196949 2.334895  -0.232
O 0.204729 -2.869414 1.332780  -0.073
H -2.116149 -3.548360 4.216231  0.085
H -0.526661 -2.072987 4.512869  0.126
H 0.632141 -3.184930 3.837691  0.105
H -0.223845 -1.159051 2.319947  0.114
H -1.615621 -2.313811 2.101102  0.109
H -0.020898 -3.806291 1.370557  0.097
O 2.821753 -0.398585 5.677328  -0.058
C 3.792569 -0.945315 4.797287  -0.259
C 3.285626 -1.410143 3.459268  -0.250
O 2.925560 -0.288666 2.671912  -0.083
H 3.163828 0.390479 6.096358  0.079
H 4.510194 -0.155890 4.536205  0.119
H 4.419311 -1.677734 5.314092  0.114
H 2.460565 -2.118992 3.594088  0.097
H 4.124197 -1.849727 2.903760  0.126
H 2.767472 -0.581209 1.752102  0.044
O -3.802521 1.109991 2.655518  -0.057
C -3.120423 0.190256 1.813445  -0.267
C -3.070232 0.484166 0.343547  -0.240
O -4.285639 0.231790 -0.367098  -0.058
H -4.669356 1.290248 2.278676  0.082
H -2.113838 0.010056 2.185878  0.096
H -3.608108 -0.778005 2.005204  0.119
H -2.334668 -0.217601 -0.057250  0.110
H -2.742423 1.523186 0.251752  0.130
H -4.607019 1.090588 -0.656693  0.078
O -3.158343 2.000083 -3.482435  -0.069
C -2.296965 2.684032 -4.403598  -0.232
C -1.908225 4.029738 -3.804553  -0.223
O -0.792962 3.848271 -2.917437  -0.071
H -3.589913 1.327839 -4.020950  0.087
H -1.433078 2.082276 -4.683633  0.116
H -2.878887 2.959888 -5.287428  0.119
H -2.751823 4.375326 -3.199658  0.121
H -1.703014 4.802397 -4.548441  0.118
H -0.768838 4.645824 -2.379494  0.089
O 0.791994 1.068674 -2.869895  -0.084
C 0.668226 0.678641 -1.501338  -0.201
C 2.002743 0.042319 -1.055188  -0.172
O 1.797287 -0.564910 0.228506  -0.114
H 0.085294 1.697279 -3.062111  0.055
H 0.345265 1.446697 -0.792070  0.124
H -0.178215 -0.019396 -1.469073  0.112
H 2.784143 0.771830 -0.846136  0.135
H 2.309129 -0.806955 -1.669887  0.125
H 1.367149 -1.424295 0.131336  0.071
C 2.584618 -0.870322 -5.082716  -0.192
O 3.135169 0.104333 -4.237346  -0.120
H 1.507440 -0.741057 -5.244492  0.073
H 2.970502 -0.849097 -6.107362  0.071
H 2.696250 -1.903214 -4.738771  0.072
H 2.384984 0.596904 -3.872695  0.032

Cartesian forces (eV/Å) of the 6 atoms listed first:
0.1757 -0.0126 -0.0224
0.1353 0.2863 -0.0437
-0.0401 -0.5521 0.3917
0.1542 -0.0591 -0.0495
-0.0393 -0.1158 -0.0294
-0.0805 0.1156 -0.1029


[2]
Molecular formula: C11H34O6
Method: DFT, ωB97M-V with the def2-TZVPD basis set

Computed properties:
* ΔE to the lowest compared entry with this formula, charge and spin: 0.689 eV
* frontier orbital gap (alpha / beta): 0.080 / 0.260 hartree
* <S²>: 0.7504
* charge: -1
* 2S+1: 2
* HOMO level (alpha / beta): 0.643 / -4.170 eV
* LUMO energy (alpha / beta): 2.83 / 2.91 eV

Last column: Löwdin charge in e.
Atoms and positions in Å:
O 0.232555 -0.425050 0.075964  0.215
H 0.592655 0.461040 -0.006256  0.070
H 0.545525 -0.975080 -0.645926  0.031
H 0.513345 -0.832100 0.898814  0.092
C 0.179255 -2.190040 -4.256926  -0.100
C 0.990995 -1.389730 -3.274466  -0.642
C 0.604605 0.094950 -3.287246  -0.083
O 0.927985 -1.902010 -1.968736  -0.335
H 0.390675 -3.256920 -4.185056  0.064
H 0.392455 -1.852940 -5.271336  0.061
H -0.878085 -2.083190 -4.014626  0.064
H 2.036405 -1.417440 -3.581786  0.102
H 0.615005 0.396060 -4.334776  0.059
H 1.295075 0.799420 -2.823476  0.045
H -0.385455 0.243160 -2.856076  0.054
C 1.318925 -1.180180 4.167224  -0.107
C 2.404305 -1.622640 3.207684  -0.340
O 1.847575 -1.698140 1.906264  -0.096
H 0.441295 -1.808600 4.015714  0.063
H 1.119405 -0.112950 4.070704  0.070
H 1.670375 -1.313520 5.190354  0.067
H 2.655145 -2.649810 3.472454  0.102
H 3.334275 -1.057590 3.270824  0.093
H 2.261055 -2.437370 1.454404  0.100
C -3.009525 -0.243680 -1.098636  -0.100
C -3.080025 1.249220 -1.000906  -0.339
O -1.851455 1.681090 -0.434666  -0.204
H -2.752975 -0.736940 -0.161096  0.064
H -2.325425 -0.649830 -1.843726  0.063
H -3.938085 -0.673860 -1.473896  0.071
H -3.905445 1.490970 -0.331326  0.096
H -3.308625 1.727490 -1.953326  0.103
H -1.778485 2.586600 -0.745026  0.044
C 3.165925 2.842580 -1.409706  -0.152
C 1.924825 2.804420 -0.592576  -0.412
O 1.909645 1.542980 0.057764  -0.161
H 3.297605 3.830690 -1.850616  0.065
H 3.221555 2.024890 -2.128306  0.072
H 4.019885 2.696130 -0.748336  0.056
H 1.073365 2.995010 -1.245876  0.092
H 1.886825 3.554040 0.197814  0.073
H 2.668775 1.548550 0.645384  0.065
C -2.374925 -1.112760 3.220894  -0.090
C -2.796755 0.271700 2.651434  -0.323
O -1.633575 0.977830 2.289874  -0.121
H -3.223255 -1.766560 3.423354  0.058
H -1.891165 -1.121440 4.197624  0.056
H -1.752335 -1.637830 2.496484  0.063
H -3.390485 0.833050 3.372874  0.097
H -3.478015 0.124400 1.813414  0.088
H -1.783215 1.371950 1.427384  0.027

Cartesian forces (eV/Å) of the 6 atoms listed first:
-2.2951 0.3423 1.6996
0.9914 1.3975 0.1647
1.1140 -2.3393 -3.8550
0.6058 -0.1601 1.0022
-0.2984 -0.1566 -0.0623
0.5901 0.3287 2.5814


[3]
Molecular formula: C11H36N8O7
Method: DFT, ωB97M-V with the def2-TZVPD basis set

Computed properties:
* ΔE to the lowest compared entry with this formula, charge and spin: 10.281 eV
* frontier orbital gap: 0.305 hartree
* 2S+1: 1
* HOMO level: -8.998 eV
* LUMO energy: -0.69 eV
* SMILES: NC(N)=O.NC(N)=O.NC(N)=O.NC(N)=O.CC(C)O.CC(C)O.CO

Last column: Löwdin charge in e.
Atoms and positions in Å:
N 2.558694 2.348903 -1.876258  0.098
C 2.763694 1.228903 -1.240258  -0.665
N 1.729694 1.030903 -0.512258  0.167
O 3.810694 0.362903 -1.396258  -0.088
H 3.329694 2.765903 -2.565258  0.199
H 1.542694 2.675903 -1.844258  0.045
H 1.681694 0.120903 -0.021258  0.091
H 0.896694 1.616903 -0.246258  0.079
N -0.869306 2.482903 0.291742  0.128
C -0.801306 2.479903 -0.999258  -0.635
N 0.037694 3.287903 -1.580258  0.149
O -1.727306 1.753903 -1.638258  -0.032
H -1.737306 2.130903 0.766742  0.114
H -0.262306 3.045903 0.859742  0.147
H 0.032694 3.408903 -2.649258  0.202
H 0.404694 4.097903 -1.075258  0.155
N -1.518306 -0.723097 -0.524258  0.140
C -0.866306 -1.103097 0.486742  -0.638
N -0.299306 -0.046097 1.091742  0.092
O -0.860306 -2.405097 0.879742  -0.067
H -1.813306 -1.525097 -1.154258  0.191
H -1.370306 0.215903 -0.909258  0.070
H 0.169694 -0.441097 1.977742  0.111
H -0.311306 1.043903 0.905742  0.101
N -2.701306 1.018903 1.810742  0.104
C -3.872306 0.642903 1.469742  -0.701
N -3.880306 -0.144097 0.425742  0.168
O -4.983306 1.291903 1.768742  -0.087
H -2.730306 1.577903 2.733742  0.181
H -1.805306 0.493903 1.554742  0.059
H -4.814306 -0.425097 0.094742  0.139
H -2.958306 -0.354097 0.000742  0.032
C -0.347306 -0.196097 -5.491258  0.009
C 0.250694 0.081903 -4.070258  -0.609
C 0.875694 -1.164097 -3.379258  -0.027
O 1.110694 0.977903 -4.026258  -0.020
H 0.539694 -0.070097 -6.082258  0.080
H -0.966306 0.537903 -5.896258  0.050
H -0.853306 -1.119097 -5.506258  0.064
H -0.418306 0.552903 -3.361258  0.101
H 1.218694 -1.848097 -4.189258  0.084
H 0.057694 -1.800097 -2.945258  0.074
H 1.683694 -1.121097 -2.637258  0.055
H 1.353694 1.149903 -3.089258  0.070
C -0.992306 -1.557097 3.999742  -0.050
C 0.232694 -0.894097 4.472742  -0.678
C 1.218694 -2.024097 4.893742  -0.027
O 0.870694 -0.227097 3.670742  0.020
H -1.608306 -0.811097 3.483742  0.067
H -1.652306 -2.005097 4.736742  0.097
H -0.663306 -2.304097 3.210742  0.097
H -0.127306 -0.370097 5.344742  0.142
H 0.685694 -2.842097 5.366742  0.077
H 2.195694 -1.637097 5.317742  0.101
H 1.619694 -2.479097 4.003742  0.062
H 1.360694 0.449903 4.110742  0.139
C 2.459694 -2.274097 -0.123258  -0.134
O 2.205694 -1.556097 1.096742  -0.158
H 1.513694 -2.387097 -0.669258  0.062
H 2.750694 -3.285097 0.103742  0.072
H 3.212694 -1.777097 -0.779258  0.077
H 1.435694 -1.959097 1.546742  0.052

Cartesian forces (eV/Å) of the 6 atoms listed first:
2.2171 4.6362 -4.3563
6.8884 -4.0395 -2.0151
-4.5710 -3.8078 4.9775
-5.0228 4.3809 0.8802
-2.5991 -1.4897 2.1081
2.8154 -0.1995 -0.3822


[4]
Molecular formula: C11H37F3N14O10
Method: DFT, ωB97M-V with the def2-TZVPD basis set

Computed properties:
* ΔE to the lowest compared entry with this formula, charge and spin: 0.538 eV
* frontier orbital gap: 0.316 hartree
* 2S+1: 1
* HOMO level: -8.842 eV
* LUMO energy: -0.24 eV

Last column: Löwdin charge in e.
Atoms and positions in Å:
O 0.060218 -0.428756 0.153892  0.152
H 0.718534 -0.869071 -0.441931  0.075
H -0.703680 -0.276876 -0.464145  0.092
H 0.393631 0.363451 0.683054  0.083
C -0.104143 2.218177 2.573049  -0.414
O -0.390556 3.440622 1.933219  -0.112
O 0.847378 1.458248 1.894560  -0.228
C -0.061384 2.488107 4.075789  -0.511
F 0.165586 1.366338 4.786017  0.125
F 0.732060 3.495170 4.515933  0.133
F -1.283431 2.927540 4.489991  0.116
C -1.701513 3.647814 1.450429  -0.279
C -1.908284 5.149454 1.255379  -0.068
H -1.348943 5.414042 0.357868  0.061
H -2.982635 5.318498 1.173255  0.076
H -1.611635 5.687903 2.153714  0.081
H -2.504633 3.487957 2.181424  0.115
H -2.065012 3.069092 0.597451  0.120
H -0.980023 1.561968 2.476698  0.157
C 0.142520 2.925931 -1.660882  -0.667
O -0.487170 1.868929 -1.551042  0.004
N 0.670003 3.612052 -0.640059  0.187
N 0.603310 3.362745 -2.865591  0.152
H 1.430367 4.254431 -0.739200  0.108
H 0.440895 3.139679 0.233684  0.070
H 0.907303 4.320707 -2.880555  0.095
H 0.361896 2.932183 -3.737665  0.092
C 3.851349 2.018142 -0.554878  -0.699
O 4.792364 2.133046 -1.344695  -0.002
N 3.580051 2.943445 0.390736  0.152
N 2.943898 1.033096 -0.581364  0.191
H 2.774153 3.014657 0.993302  0.081
H 4.335026 3.561486 0.636251  0.104
H 2.958700 0.353837 -1.316574  0.072
H 2.290074 0.936270 0.179031  0.067
C -4.618750 -1.393042 0.032591  -0.700
O -5.761786 -1.425972 0.479597  0.013
N -3.524971 -1.394671 0.847148  0.157
N -4.324209 -1.246331 -1.271840  0.165
H -3.846493 -1.711007 1.752024  0.106
H -2.627404 -1.669316 0.484927  0.057
H -5.149916 -1.076712 -1.822754  0.107
H -3.409761 -0.928200 -1.571466  0.055
C -1.029612 -4.524166 -0.117824  -0.688
O -2.102871 -5.107653 -0.302817  -0.009
N -0.040983 -4.612631 -1.040677  0.156
N -0.865469 -3.582341 0.843758  0.174
H 0.771553 -4.091377 -0.748738  0.050
H -0.028465 -5.085649 -1.919750  0.101
H -1.706507 -3.469043 1.379026  0.097
H 0.023668 -3.113564 1.011999  0.046
C 1.253071 -2.025536 3.153829  -0.652
O 1.232302 -2.114667 1.919379  -0.022
N 1.542346 -3.074278 3.941756  0.164
N 1.257711 -0.834804 3.780884  0.176
H 1.626741 -3.955100 3.465357  0.109
H 1.485076 -2.964161 4.936304  0.101
H 1.135187 -0.024663 3.175396  0.065
H 1.345190 -0.718581 4.771335  0.098
C 2.605343 -2.420391 -2.020454  -0.617
O 1.683543 -2.012655 -1.312777  0.013
N 3.178083 -3.655522 -1.906127  0.172
N 3.149985 -1.704454 -3.040693  0.175
H 4.051672 -3.823018 -2.365958  0.103
H 2.777640 -4.302778 -1.251366  0.100
H 3.752136 -2.280775 -3.596797  0.099
H 2.745219 -0.843707 -3.360455  0.115
C -1.607126 -1.256148 -3.074218  -0.641
O -1.528987 -0.926603 -1.877008  -0.035
N -1.797431 -0.299816 -3.994580  0.185
N -1.659732 -2.514681 -3.529260  0.202
H -1.721539 -0.562662 -4.962890  0.102
H -1.720894 0.683908 -3.802093  0.106
H -1.563739 -2.543955 -4.527438  0.102
H -1.846096 -3.323592 -2.963474  0.113

Cartesian forces (eV/Å) of the 6 atoms listed first:
-0.5949 -0.6230 -0.9778
0.3332 -0.1766 0.4325
0.1946 0.5001 0.0728
-0.0768 0.8383 0.8773
-0.8079 -2.5391 -2.3071
0.1221 0.1340 0.0271